No. 1
{"formula": "C32H28N7ORbS", "method": "ωB97M-V/def2-TZVPD", "lumo_energy_ev": 0.04, "homo_ha": -0.21809, "e_above_lowest_kj_mol": 80.8, "multiplicity": 1, "energy_ev": -57606.8612, "species": ["Rb", "C", "C", "C", "C", "C", "C", "N", "C", "C", "C", "C", "C", "C", "N", "N", "C", "C", "C", "C", "C", "N", "H", "H", "H", "H", "H", "H", "H", "H", "H", "H", "H", "H", "H", "N", "C", "C", "C", "C", "C", "C", "S", "N", "C", "C", "C", "C", "C", "C", "N", "H", "H", "H", "H", "H", "H", "H", "H", "H", "C", "C", "C", "O", "H", "H", "H", "H", "H", "H"], "positions_angstrom": [[-0.24730, -0.45102, 0.15414], [-4.37177, 3.82925, -0.45410], [-3.37586, 3.05983, -1.04370], [-2.62770, 2.17553, -0.28244], [-2.80807, 2.04801, 1.10858], [-3.85420, 2.79899, 1.67554], [-4.61185, 3.66875, 0.90530], [-2.03003, 1.10526, 1.76564], [-1.62413, 1.21459, 3.02118], [-1.72789, 2.40881, 3.83206], [-1.35361, 2.42457, 5.13855], [-0.82550, 1.27615, 5.78657], [-0.61774, 0.15523, 5.04403], [-0.95314, 0.10342, 3.66807], [-0.61073, -0.97233, 2.87586], [-0.06009, -1.94929, 3.45289], [0.34645, -3.00942, 2.60170], [0.98929, -4.06483, 3.25354], [1.43303, -5.14317, 2.51967], [1.22583, -5.15585, 1.14528], [0.57904, -4.07060, 0.58571], [0.14875, -3.01525, 1.28093], [-4.96570, 4.51487, -1.04443], [-3.18819, 3.13638, -2.10897], [-1.88886, 1.54919, -0.76780], [-4.09045, 2.67372, 2.72329], [-5.41218, 4.22638, 1.37797], [-2.09838, 3.31264, 3.37180], [-1.44770, 3.34821, 5.69961], [-0.55865, 1.30859, 6.83429], [-0.16144, -0.72342, 5.47796], [1.11986, -4.00239, 4.32493], [1.93453, -5.96824, 3.00993], [1.55494, -5.97720, 0.52445], [0.39353, -4.04072, -0.48406], [2.64898, 0.44810, -3.10864], [3.52354, -0.43384, -3.78295], [4.32401, 0.00554, -4.82585], [5.17146, -0.88714, -5.46696], [5.25678, -2.20269, -5.03463], [4.48394, -2.62645, -3.96174], [3.58997, -1.75471, -3.35826], [2.50818, -2.28480, -2.07067], [2.31929, -0.84785, -1.15996], [2.38591, 0.27271, -1.76196], [2.19883, 1.53416, -0.95853], [3.25520, 2.02762, -0.20696], [3.04588, 3.18093, 0.53136], [1.80312, 3.78995, 0.48532], [0.81101, 3.22234, -0.29809], [0.99757, 2.11067, -1.01313], [2.68523, 1.40927, -3.40893], [4.27501, 1.04154, -5.14217], [5.77498, -0.54660, -6.29784], [5.92711, -2.89621, -5.52395], [4.56071, -3.64429, -3.59885], [4.20037, 1.50193, -0.18597], [3.83899, 3.58972, 1.14367], [1.59342, 4.68286, 1.05778], [-0.18432, 3.65026, -0.33933], [-3.77828, -1.61053, -3.16357], [-2.95468, -1.50149, -1.90579], [-3.59908, -1.71339, -0.55698], [-1.77624, -1.21421, -1.98147], [-4.76606, -2.03167, -2.99237], [-3.23210, -2.20890, -3.89216], [-3.88632, -0.60799, -3.58293], [-4.61602, -2.09195, -0.62575], [-3.61095, -0.75870, -0.02014], [-2.98954, -2.39884, 0.03441]], "forces_ev_per_a": [[-0.027, 0.214, -0.064], [0.011, -0.040, 0.026], [-0.030, -0.063, 0.041], [-0.041, 0.067, -0.023], [0.100, -0.166, 0.110], [-0.030, 0.016, -0.024], [0.007, -0.002, 0.010], [-0.096, 0.056, -0.210], [0.020, 0.045, 0.111], [0.019, -0.175, -0.125], [0.073, -0.039, 0.175], [-0.061, 0.160, -0.045], [0.015, -0.034, -0.129], [-0.018, 0.013, -0.128], [-0.144, 0.062, 0.301], [0.173, -0.316, -0.060], [-0.071, 0.087, 0.111], [0.006, -0.031, 0.086], [0.021, -0.047, 0.018], [-0.007, 0.008, 0.026], [-0.051, 0.109, 0.019], [-0.043, -0.133, 0.127], [0.012, 0.000, 0.014], [0.003, -0.006, 0.011], [0.051, 0.131, -0.051], [-0.002, 0.003, 0.008], [0.006, 0.002, 0.000], [-0.015, 0.017, 0.001], [-0.014, -0.002, -0.002], [-0.005, 0.020, -0.008], [-0.005, -0.002, -0.007], [0.005, -0.007, -0.014], [-0.002, 0.005, -0.005], [-0.001, -0.003, 0.008], [0.001, 0.021, -0.001], [0.008, 0.058, 0.016], [-0.068, 0.069, 0.038], [-0.008, 0.013, 0.013], [0.018, -0.044, 0.005], [-0.015, 0.060, -0.004], [0.003, -0.036, 0.017], [0.016, -0.036, -0.031], [-0.046, 0.072, 0.017], [0.325, 0.067, -0.070], [0.057, 0.002, -0.011], [-0.016, -0.065, -0.100], [-0.018, -0.031, 0.046], [0.021, 0.015, 0.029], [-0.004, 0.035, 0.024], [-0.041, -0.133, -0.017], [0.104, -0.009, -0.079], [0.003, 0.013, -0.023], [-0.009, -0.019, 0.001], [-0.003, -0.003, 0.009], [-0.001, 0.005, 0.007], [-0.019, 0.013, -0.012], [0.000, 0.010, -0.011], [-0.003, 0.003, -0.004], [0.005, -0.005, -0.004], [0.003, 0.000, -0.009], [-0.048, -0.005, 0.015], [0.038, 0.050, 0.097], [-0.026, 0.046, -0.023], [-0.160, -0.131, -0.212], [0.012, -0.001, -0.006], [-0.003, 0.011, -0.001], [-0.020, -0.001, 0.017], [0.006, 0.001, -0.002], [0.008, 0.002, -0.023], [0.021, 0.005, -0.014]], "nbo_charge": [0.901, -0.271, -0.226, -0.225, 0.149, -0.273, -0.198, -0.640, 0.223, -0.300, -0.164, -0.303, -0.175, 0.026, -0.172, -0.301, 0.318, -0.242, -0.164, -0.281, 0.044, -0.495, 0.207, 0.205, 0.192, 0.216, 0.206, 0.214, 0.203, 0.207, 0.226, 0.230, 0.215, 0.219, 0.190, -0.615, 0.226, -0.266, -0.194, -0.224, -0.186, -0.266, 0.456, -0.631, 0.424, 0.126, -0.229, -0.155, -0.241, 0.048, -0.435, 0.405, 0.214, 0.219, 0.220, 0.223, 0.232, 0.225, 0.231, 0.221, -0.723, 0.624, -0.740, -0.598, 0.218, 0.243, 0.249, 0.220, 0.271, 0.250]}

=====

No. 2
{"formula": "C32H29AsF3MnN3O3", "method": "ωB97M-V/def2-TZVPD", "lumo_energy_ev": [2.03, 2.31], "total_charge": -1, "s_squared": 6.150, "homo_ha": [-0.16222, -0.18516], "multiplicity": 5, "energy_ev": -144581.9802, "species": ["Mn", "O", "C", "C", "C", "C", "C", "C", "C", "O", "N", "N", "C", "C", "C", "C", "C", "C", "C", "O", "H", "H", "H", "H", "H", "H", "H", "H", "H", "H", "C", "C", "C", "C", "C", "C", "C", "C", "N", "H", "H", "H", "H", "H", "H", "F", "C", "F", "F", "C", "As", "C", "C", "C", "C", "C", "C", "C", "C", "H", "H", "H", "H", "H", "H", "H", "H", "H", "H", "H", "H", "H"], "positions_angstrom": [[0.00515, 0.74910, -1.12189], [-0.81448, -3.49909, -2.18674], [0.27635, -4.04173, -1.61719], [0.43768, -5.42700, -1.73889], [1.53328, -6.05564, -1.18661], [2.49655, -5.32283, -0.49497], [2.33433, -3.95697, -0.37261], [1.23571, -3.29508, -0.92322], [1.07786, -1.82353, -0.75706], [0.07636, -1.27672, -1.37325], [1.92068, -1.18834, 0.00528], [1.55238, 0.16699, 0.07460], [2.22342, 0.89282, 0.89199], [1.94083, 2.27574, 1.22257], [2.80563, 2.88349, 2.14787], [2.60682, 4.16556, 2.60204], [1.49335, 4.86860, 2.11690], [0.62353, 4.30270, 1.22028], [0.80598, 2.98001, 0.72766], [-0.04427, 2.49722, -0.11421], [-0.73165, -2.52399, -2.06634], [-0.32004, -5.97456, -2.28251], [1.64526, -7.12770, -1.29658], [3.35697, -5.81398, -0.06106], [3.06099, -3.36108, 0.16294], [3.04880, 0.40792, 1.41665], [3.65073, 2.30745, 2.50960], [3.28376, 4.61703, 3.31368], [1.31189, 5.88232, 2.45686], [-0.23511, 4.84591, 0.84695], [1.48148, 1.36526, -2.55051], [1.04836, 1.89819, -3.83583], [0.64430, 3.23678, -3.97107], [0.18398, 3.73948, -5.16841], [0.11048, 2.91613, -6.29285], [0.51486, 1.58481, -6.18558], [0.97544, 1.09313, -4.98346], [-0.37074, 3.42404, -7.54833], [-0.75533, 3.83176, -8.55417], [1.95669, 2.12506, -1.92537], [2.12369, 0.48798, -2.64810], [0.68166, 3.88373, -3.10209], [-0.12512, 4.77443, -5.24025], [0.46465, 0.94058, -7.05433], [1.27355, 0.05372, -4.91559], [-1.69907, 0.98423, -3.55064], [-1.78499, 0.94340, -2.20125], [-2.59238, -0.14812, -1.94007], [-2.53549, 2.02104, -1.84649], [-3.40029, 0.45751, 1.76703], [-1.64993, -0.13070, 1.15466], [-1.95780, -2.05363, 1.12660], [-0.59619, 0.06958, 2.81269], [-1.13161, -0.64934, 4.00649], [-2.04084, -0.03589, 4.86634], [-2.57351, -0.71907, 5.94990], [-2.20462, -2.03386, 6.19557], [-1.29614, -2.65539, 5.34978], [-0.76632, -1.96924, 4.26782], [-3.72727, -0.13113, 2.62452], [-4.09815, 0.33352, 0.94006], [-3.35891, 1.51366, 2.02960], [-2.35942, -2.41920, 2.07186], [-1.02535, -2.56741, 0.89366], [-2.66319, -2.25485, 0.31999], [-0.53150, 1.14607, 2.98828], [0.40738, -0.27474, 2.55789], [-2.32981, 0.99266, 4.68295], [-3.27662, -0.21916, 6.60420], [-2.61814, -2.56835, 7.04111], [-0.99708, -3.67998, 5.53123], [-0.05945, -2.46131, 3.60943]], "forces_ev_per_a": [[-0.334, 0.509, -0.307], [0.066, -0.235, -0.048], [-0.181, -0.169, -0.183], [0.014, 0.077, 0.029], [0.007, -0.038, 0.003], [-0.063, 0.062, -0.033], [0.073, -0.035, 0.071], [0.189, 0.200, 0.148], [-0.164, -0.440, -0.220], [0.151, -0.450, 0.096], [-0.070, 0.478, 0.108], [0.316, -0.208, 0.164], [-0.086, 0.051, -0.022], [0.157, -0.353, -0.018], [-0.006, 0.085, 0.024], [-0.077, -0.026, -0.081], [0.038, 0.077, 0.064], [0.027, -0.101, -0.036], [-0.170, 0.208, -0.071], [0.164, 0.232, 0.447], [-0.054, 0.135, 0.089], [-0.009, -0.030, -0.009], [-0.013, -0.006, 0.001], [0.011, -0.003, 0.001], [0.000, 0.021, -0.006], [-0.032, 0.013, -0.004], [0.010, -0.014, 0.002], [0.008, 0.008, 0.006], [0.007, 0.000, 0.010], [-0.010, 0.009, 0.005], [-0.121, -0.037, 0.100], [-0.126, 0.073, -0.177], [0.036, 0.008, 0.078], [-0.013, 0.039, -0.008], [-0.041, -0.002, -0.130], [0.023, -0.029, -0.024], [0.036, -0.021, 0.037], [0.046, -0.017, 0.168], [0.005, 0.006, -0.025], [0.030, -0.035, -0.029], [-0.025, 0.001, 0.016], [-0.006, -0.022, 0.020], [-0.013, -0.005, -0.017], [-0.015, 0.007, 0.004], [0.000, -0.010, 0.026], [-0.165, 0.013, -0.152], [0.402, -0.063, 0.050], [-0.069, 0.016, -0.007], [-0.064, 0.040, -0.008], [-0.038, -0.024, 0.027], [0.232, 0.001, -0.356], [-0.063, -0.007, 0.012], [0.066, 0.043, 0.139], [-0.014, 0.025, -0.061], [-0.019, 0.005, 0.026], [0.016, 0.014, -0.019], [-0.006, -0.011, 0.018], [0.002, 0.007, -0.003], [0.007, -0.023, 0.002], [-0.037, 0.036, 0.002], [-0.014, -0.006, 0.006], [0.000, 0.010, 0.006], [-0.005, 0.004, -0.010], [0.000, -0.009, 0.033], [0.018, -0.016, -0.002], [0.001, -0.013, -0.011], [-0.031, -0.041, 0.016], [0.001, 0.004, -0.003], [-0.008, -0.006, 0.014], [-0.004, -0.005, 0.003], [-0.002, -0.011, 0.011], [0.008, 0.002, -0.005]], "lowdin_spin": [3.982, 0.001, 0.000, 0.000, 0.000, 0.000, 0.000, 0.002, 0.005, 0.060, -0.002, -0.014, 0.021, 0.004, 0.003, 0.003, 0.005, 0.004, 0.012, 0.081, 0.001, 0.000, 0.000, 0.000, 0.000, 0.001, 0.000, 0.000, 0.000, 0.000, -0.075, 0.004, -0.007, 0.003, -0.008, 0.002, -0.007, -0.001, -0.004, 0.001, 0.001, 0.000, 0.000, 0.000, 0.000, -0.003, -0.062, -0.014, -0.010, 0.003, 0.006, 0.000, 0.001, 0.000, 0.000, 0.000, 0.000, 0.000, 0.000, 0.000, 0.000, 0.000, 0.000, 0.000, 0.000, 0.000, 0.000, 0.000, 0.000, 0.000, 0.000, 0.000]}

=====

No. 3
{"formula": "C32H29BrN3O6SeZn", "method": "ωB97M-V/def2-TZVPD", "lumo_energy_ev": 1.55, "total_charge": -1, "homo_ha": -0.18907, "e_above_lowest_kj_mol": 0.0, "multiplicity": 1, "energy_ev": -234218.6484, "species": ["Zn", "O", "C", "C", "C", "C", "C", "C", "C", "O", "N", "N", "C", "C", "Br", "C", "C", "C", "C", "C", "C", "C", "H", "H", "H", "H", "H", "H", "H", "H", "H", "H", "H", "H", "H", "H", "C", "C", "C", "C", "C", "C", "Se", "C", "C", "C", "H", "H", "H", "H", "H", "H", "H", "H", "H", "H", "H", "O", "C", "O", "C", "C", "C", "C", "C", "C", "N", "O", "O", "H", "H", "H", "H"], "positions_angstrom": [[-1.72921, 0.32526, -0.76113], [-0.13482, -2.93966, 3.02665], [-0.95048, -3.76685, 2.29062], [-1.09339, -5.07550, 2.72976], [-1.92552, -5.94006, 2.03373], [-2.60236, -5.50815, 0.90046], [-2.45065, -4.19684, 0.47168], [-1.63799, -3.31551, 1.16486], [-1.47221, -1.88066, 0.71891], [-1.89366, -1.59881, -0.52898], [-2.23200, -1.05145, 1.72335], [-2.31068, 0.25469, 1.38563], [-2.39467, 1.12876, 2.30807], [-2.54350, 2.56125, 2.06553], [-3.50053, 3.06700, 0.51648], [-2.11403, 3.50885, 2.90218], [-1.28388, 3.27537, 4.10008], [-0.23794, 2.34852, 4.11056], [0.52466, 2.17140, 5.25645], [0.26817, 2.91780, 6.39740], [-0.75305, 3.85895, 6.38712], [-1.51544, 4.04018, 5.24481], [0.12617, -2.16537, 2.50507], [-0.54567, -5.39930, 3.60547], [-2.03470, -6.96241, 2.37516], [-3.24172, -6.19014, 0.35423], [-2.94932, -3.81820, -0.41199], [-0.40421, -1.62479, 0.83368], [-1.93646, -1.19229, 2.68709], [-2.33707, 0.82714, 3.35416], [-2.39618, 4.53562, 2.70170], [0.00315, 1.78096, 3.21885], [1.33135, 1.44916, 5.24545], [0.86974, 2.77761, 7.28669], [-0.95421, 4.45388, 7.26927], [-2.31125, 4.77629, 5.23616], [1.38235, -1.20384, -6.62360], [0.42551, -0.57190, -5.64763], [-0.72878, -1.22489, -5.24506], [-1.62660, -0.65451, -4.34412], [-2.83549, -1.43912, -3.91881], [-1.36472, 0.62276, -3.83770], [-2.60609, 1.47307, -2.63179], [-0.18864, 1.29093, -4.21326], [0.16730, 2.64039, -3.65046], [0.68069, 0.68476, -5.11387], [1.10723, -2.23912, -6.82780], [2.40330, -1.19802, -6.23638], [1.39313, -0.66850, -7.57630], [-0.93807, -2.21909, -5.62829], [-2.83656, -2.41912, -4.39877], [-3.75711, -0.91561, -4.17976], [-2.84898, -1.58221, -2.83623], [0.10653, 2.63782, -2.56068], [-0.52755, 3.41090, -3.99127], [1.17644, 2.92402, -3.95585], [1.59000, 1.20865, -5.39560], [0.73569, 0.09695, 1.75601], [0.99601, 0.49906, 0.61418], [0.18225, 0.84261, -0.29749], [2.46179, 0.64093, 0.22713], [2.81700, 0.93262, -1.08555], [4.15144, 1.04237, -1.44223], [5.10703, 0.86253, -0.45885], [4.78708, 0.57416, 0.85587], [3.44804, 0.45893, 1.18961], [6.53412, 0.98205, -0.82798], [6.80408, 1.22610, -1.98762], [7.36294, 0.85826, 0.05362], [2.03211, 1.06809, -1.81718], [4.45474, 1.25974, -2.45512], [5.57283, 0.44407, 1.58421], [3.14258, 0.22143, 2.19939]], "forces_ev_per_a": [[-0.016, -0.145, 0.078], [-0.031, -0.073, -0.043], [0.057, 0.083, 0.078], [-0.044, -0.027, -0.039], [0.018, -0.010, 0.014], [-0.009, 0.009, -0.010], [0.014, 0.015, 0.004], [-0.006, -0.033, -0.011], [0.045, 0.005, -0.029], [-0.081, 0.052, -0.098], [-0.020, 0.079, -0.004], [0.081, 0.026, 0.010], [0.011, 0.031, -0.013], [0.030, -0.074, 0.130], [-0.044, 0.043, -0.053], [0.010, -0.014, 0.041], [0.014, 0.000, -0.084], [-0.023, 0.030, 0.002], [0.003, -0.010, -0.014], [0.011, -0.004, 0.002], [-0.008, 0.001, -0.018], [-0.018, 0.002, 0.029], [0.030, 0.057, 0.010], [0.000, 0.010, 0.000], [-0.003, 0.001, 0.001], [0.005, 0.001, 0.002], [-0.003, -0.013, 0.004], [-0.034, 0.015, 0.015], [0.021, -0.032, -0.030], [0.004, 0.006, 0.014], [0.021, 0.010, -0.009], [-0.035, -0.040, -0.004], [-0.005, 0.003, 0.006], [-0.005, -0.003, 0.000], [0.003, 0.000, -0.001], [0.004, 0.000, 0.002], [0.015, -0.018, -0.014], [-0.014, -0.017, 0.004], [0.019, -0.005, 0.013], [-0.011, -0.041, -0.002], [-0.034, -0.021, -0.010], [0.116, -0.006, -0.033], [-0.032, 0.071, 0.037], [0.008, 0.029, 0.002], [-0.007, 0.017, -0.006], [0.006, 0.001, 0.037], [-0.002, 0.008, 0.006], [-0.006, 0.004, 0.001], [-0.010, 0.010, 0.011], [0.005, 0.008, -0.001], [-0.014, 0.004, -0.002], [0.009, 0.015, 0.008], [0.032, -0.010, -0.006], [0.028, -0.029, 0.001], [-0.019, -0.023, -0.002], [-0.009, 0.008, 0.005], [-0.004, -0.003, -0.003], [-0.017, -0.047, 0.038], [0.056, 0.228, -0.002], [-0.083, -0.158, -0.041], [-0.004, -0.035, -0.015], [-0.002, 0.025, -0.019], [-0.077, -0.020, 0.023], [0.227, -0.030, -0.065], [-0.076, 0.002, 0.007], [0.025, -0.012, 0.019], [-0.135, 0.205, 0.075], [0.005, -0.070, -0.034], [0.010, -0.081, 0.003], [0.001, -0.009, -0.016], [-0.001, 0.003, -0.002], [0.003, -0.006, 0.001], [-0.002, 0.003, -0.001]], "mulliken_charge": [0.912, -0.719, 0.340, -0.564, -0.319, -0.745, -0.513, 0.007, 0.841, -1.029, -0.068, -0.166, -0.478, 0.161, -0.172, -1.037, 0.223, -0.092, -0.676, -0.443, -0.496, -0.529, 0.385, 0.427, 0.352, 0.392, 0.458, -0.086, 0.407, 0.624, 0.419, 0.726, 0.444, 0.379, 0.359, 0.423, -1.443, 0.681, -1.062, 1.281, -1.419, -0.051, -0.511, 1.357, -1.748, -0.861, 0.339, 0.333, 0.310, 0.212, 0.366, 0.321, 0.064, 0.290, 0.396, 0.337, 0.290, -0.529, 0.574, -0.657, -0.128, -0.356, -0.468, 0.071, -0.693, -0.274, 1.009, -0.626, -0.633, 0.534, 0.518, 0.471, 0.558]}